No. 1
Entry from OMol25: a structure of composition C2H3O2Rb at a distorted geometry (ωB97M-V/def2-TZVPD).

Computed properties:
Energy relative to the best compared isomer or geometry (same formula, charge and spin) ... 0.996 eV
⟨S²⟩ ... 0.754
E_HOMO (spin up / spin down) ... -0.4208 / -0.5278 hartree
Spin multiplicity ... 2
Net charge ... +1

```
8
Properties=species:S:1:pos:R:3:forces:R:3
H 0.20113 -1.05356 -0.32633 0.8 0.9 -1.0
C 0.45106 0.05260 -0.22860 0.1 -2.0 3.1
O 1.50978 0.47133 0.18039 0.2 0.1 -1.3
O -0.67373 0.71164 -0.02021 -0.7 0.8 -0.7
C -1.84456 -0.00947 -0.07874 -0.3 0.2 0.1
H -2.72481 0.60678 -0.22369 0.2 -0.2 0.1
H -1.85201 -0.99833 0.37851 0.0 0.3 -0.2
Rb 4.93315 0.21901 0.31868 -0.3 0.1 0.0
```
Positions in Å, forces in eV/Å.

---

No. 2
Entry from OMol25: the ion C2H3O2S with charge -1 at a distorted geometry (ωB97M-V/def2-TZVPD).

Computed properties:
Energy relative to the best compared isomer or geometry (same formula, charge and spin) ... 0.081 eV
E_HOMO ... -0.1445 hartree
Structure (SMILES) ... CSC(=O)[O-]
Spin multiplicity ... 1
Net charge ... -1

```
8
Properties=species:S:1:pos:R:3:forces:R:3
C 1.66281 0.37703 -0.00188 -0.8 1.5 0.3
C -1.21219 -0.27883 0.02168 -2.7 -0.1 0.0
O 1.16725 1.52335 0.08012 0.6 -1.2 0.0
O 2.79759 -0.07632 0.06072 0.0 -0.1 -0.2
S 0.35306 -0.98313 -0.32108 1.8 -0.6 0.5
H -1.28011 0.82180 0.29499 0.6 -1.3 -0.8
H -1.81350 -0.83503 0.84874 1.1 0.7 -1.3
H -1.67491 -0.54887 -0.98329 -0.5 1.0 1.5
```
Positions in Å, forces in eV/Å.

---

No. 3
Entry from OMol25: a structure of composition C2H3O2S2 at a distorted geometry (ωB97M-V/def2-TZVPD).

Computed properties:
Energy relative to the best compared isomer or geometry (same formula, charge and spin) ... 3.001 eV
E_HOMO (spin up / spin down) ... -0.1496 / -0.1496 hartree
Spin multiplicity ... 1
Net charge ... -1

```
9
Properties=species:S:1:pos:R:3:forces:R:3
C 0.43827 -0.23367 -0.47470 1.6 -0.9 -1.2
C -0.54092 0.59261 -0.26250 -2.9 0.0 -1.4
O -2.74522 -1.03310 -1.55218 0.0 0.7 -0.4
O -3.37429 1.37548 -1.41058 1.1 -0.9 -0.5
S -1.52424 0.65699 -3.52935 0.1 0.1 -0.5
S -2.38028 0.36039 -1.82852 0.9 0.1 3.3
H 1.55324 -0.29446 -0.19618 -1.9 0.3 0.4
H 0.17272 -0.93250 -1.28489 0.5 0.0 0.1
H -0.86931 1.31797 0.45151 0.5 0.6 0.3
```
Positions in Å, forces in eV/Å.

---

No. 4
Entry from OMol25: a cluster of 2 separate species, C2H3O2S2 in total at a distorted geometry (ωB97M-V/def2-TZVPD).

Computed properties:
Energy relative to the best compared isomer or geometry (same formula, charge and spin) ... 2.895 eV
E_HOMO ... -0.1324 hartree
Spin multiplicity ... 1
Net charge ... -1

```
9
Properties=species:S:1:pos:R:3:forces:R:3
C 2.76445 1.44679 -0.01893 2.3 0.1 1.1
C 1.58124 1.48253 0.13020 -1.8 0.8 -1.5
O -1.68946 0.02687 0.95553 -1.4 1.7 1.2
O -0.99747 -0.29385 -1.43309 -0.1 0.8 0.7
S -2.47273 -2.52624 -0.40454 0.1 0.0 -2.4
S -1.01427 -0.75730 -0.02906 1.8 -2.1 -2.2
H 3.83657 1.49986 0.16975 -0.9 -0.3 -0.4
H -2.57774 -2.58253 0.84435 -0.4 -0.4 2.8
H 0.56941 1.70388 -0.21422 0.4 -0.6 0.8
```
Positions in Å, forces in eV/Å.

---

No. 5
Entry from OMol25: a structure of composition C2H3O2Zn at a distorted geometry (ωB97M-V/def2-TZVPD).

Computed properties:
Energy relative to the best compared isomer or geometry (same formula, charge and spin) ... 0.000 eV
E_HOMO ... -0.0793 hartree
Spin multiplicity ... 1
Net charge ... -1

```
8
Properties=species:S:1:pos:R:3:forces:R:3
O 0.51316 0.95372 -1.67003 0.0 -0.3 -0.6
Zn -1.23210 0.80129 -0.80481 1.5 0.4 1.2
O -0.20591 2.24052 -1.37397 -0.7 0.8 -0.4
C 0.62032 -0.66203 0.68685 -1.6 0.6 1.5
C -0.74498 -0.44543 0.67553 0.9 -1.7 -0.6
H 1.06339 -1.66910 0.73903 -0.2 0.3 0.4
H 1.29409 0.16967 0.94064 -0.1 -0.3 -1.2
H -1.30797 -1.38864 0.80675 0.2 0.1 -0.4
```
Positions in Å, forces in eV/Å.

---

No. 6
Entry from OMol25: the ion C2H3O3 with charge -1 at a distorted geometry (ωB97M-V/def2-TZVPD).

Computed properties:
Energy relative to the best compared isomer or geometry (same formula, charge and spin) ... 1.350 eV
E_HOMO ... -0.1266 hartree
Structure (SMILES) ... COC(=O)[O-]
Spin multiplicity ... 1
Net charge ... -1

```
8
Properties=species:S:1:pos:R:3:forces:R:3
C 0.74416 -1.10335 0.49131 -8.2 -2.5 -3.8
C -0.39990 0.97776 -0.33418 -0.7 -0.5 0.7
O 1.60817 -1.66153 1.05375 2.9 0.5 1.4
O -0.40338 -1.87524 -0.06563 4.3 4.2 1.8
O 0.66365 0.34964 0.37284 1.1 -0.4 0.3
H -1.10634 0.19084 -0.45019 -0.9 -0.7 -0.5
H -0.15205 1.35989 -1.33878 0.4 0.0 0.5
H -0.95430 1.76198 0.27088 1.2 -0.6 -0.4
```
Positions in Å, forces in eV/Å.

---

No. 7
Entry from OMol25: a structure of composition C2H3O3Pt at a distorted geometry (ωB97M-V/def2-TZVPD).

Computed properties:
Energy relative to the best compared isomer or geometry (same formula, charge and spin) ... 0.189 eV
⟨S²⟩ ... 2.007
E_HOMO (spin up / spin down) ... -0.5469 / -0.6047 hartree
Spin multiplicity ... 3
Net charge ... +1

```
9
Properties=species:S:1:pos:R:3:forces:R:3
O 1.27693 -1.29788 -1.12427 2.9 -5.7 3.3
Pt 0.83148 -0.19961 -2.45447 -2.5 1.5 -12.4
O 0.26792 -0.45848 0.61977 2.0 -1.5 -0.9
C 1.02890 -0.26144 -0.42632 -3.8 1.8 6.5
O 1.23329 0.87230 -0.93449 1.4 2.7 3.1
C -0.93776 0.19896 0.99038 -0.6 1.6 0.7
H -0.69891 0.77235 1.89038 -0.3 -0.2 -0.1
H -1.28728 0.92031 0.24529 0.3 -0.3 -0.2
H -1.71457 -0.54650 1.19372 0.5 0.0 -0.1
```
Positions in Å, forces in eV/Å.

---

No. 8
Entry from OMol25: a cluster of 2 separate species, C2H3O3S in total at a distorted geometry (ωB97M-V/def2-TZVPD).

Computed properties:
Energy relative to the best compared isomer or geometry (same formula, charge and spin) ... 3.434 eV
E_HOMO ... -0.1538 hartree
Spin multiplicity ... 1
Net charge ... -1

```
9
Properties=species:S:1:pos:R:3:forces:R:3
C 1.27490 -0.59999 0.19998 0.7 -0.9 -0.8
C 0.18563 0.12205 0.59081 -0.9 4.0 4.2
O -2.40384 0.63591 0.65343 0.4 0.2 0.3
O 2.46868 -0.47661 0.50379 0.1 0.0 0.1
O -1.70246 -1.65373 0.05489 0.3 0.0 0.1
S -1.39524 -0.23531 0.08470 -0.2 0.3 -1.8
H 0.97908 -1.38585 -0.54310 0.2 0.0 0.1
H 0.35012 1.15008 1.67046 -0.7 -3.3 -3.7
H -1.41111 0.10454 -1.31687 0.1 -0.3 1.4
```
Positions in Å, forces in eV/Å.

---

No. 9
Entry from OMol25: the ion C2H3O3S2 with charge -1 at a distorted geometry (ωB97M-V/def2-TZVPD).

Computed properties:
Energy relative to the best compared isomer or geometry (same formula, charge and spin) ... 1.426 eV
E_HOMO ... -0.1805 hartree
Structure (SMILES) ... O=S(=O)([O-])[C@@H]1CS1
Spin multiplicity ... 1
Net charge ... -1

```
10
Properties=species:S:1:pos:R:3:forces:R:3
C 0.29065 -0.48558 -0.70886 1.9 1.3 -1.8
C -0.56555 -0.26298 0.46575 -1.8 -0.8 -2.2
O -2.33623 0.16434 -1.46025 0.1 -0.1 -0.3
O -3.04935 -1.22730 0.39847 -0.5 -0.6 0.5
O -2.90523 1.21818 0.64041 0.7 -0.8 0.2
S 0.05339 -1.97198 0.17794 0.0 -0.5 1.4
S -2.42882 -0.00351 -0.02083 1.0 1.2 0.2
H -0.07588 -0.60060 -1.72097 -0.8 0.5 0.2
H 1.27974 0.03184 -0.80231 -0.6 -0.6 0.7
H -0.09050 0.26069 1.24696 0.1 0.5 1.0
```
Positions in Å, forces in eV/Å.